Record 1
{
  "formula": "C18H35BaF5NO8Te",
  "method": "wB97M-V/def2-TZVPD",
  "species": ["Ba", "Te", "F", "F", "F", "F", "F", "O", "O", "O", "O", "O", "O", "O", "O", "N", "C", "C", "C", "C", "C", "C", "C", "C", "C", "C", "C", "C", "C", "C", "C", "C", "C", "C", "H", "H", "H", "H", "H", "H", "H", "H", "H", "H", "H", "H", "H", "H", "H", "H", "H", "H", "H", "H", "H", "H", "H", "H", "H", "H", "H", "H", "H", "H", "H", "H", "H", "H", "H"],
  "positions_angstrom": [[-0.200, -0.155, -0.932], [1.477, -3.177, -1.511], [1.472, -3.265, -3.385], [1.726, -3.616, 0.301], [-0.265, -2.667, -0.601], [3.085, -4.088, -1.626], [0.479, -4.722, -1.695], [2.052, -1.494, -1.466], [-2.206, -0.362, 1.073], [-2.792, -0.420, -1.741], [-2.176, 2.726, -1.301], [-0.422, -1.453, -3.189], [1.231, -0.153, 1.258], [-0.321, 1.524, -3.056], [-0.715, 2.129, 1.101], [1.691, -1.557, 2.943], [2.071, -0.762, 1.940], [3.642, 0.115, 4.157], [0.243, -0.589, -4.136], [-3.300, -1.103, 0.534], [-2.839, -0.837, -3.101], [-1.776, -1.882, -3.405], [4.405, -0.110, 2.850], [-3.834, -0.540, -0.779], [-2.538, 0.696, 1.961], [3.550, -0.640, 1.670], [-1.205, 3.433, 0.827], [-0.078, 2.837, -2.531], [2.621, -2.192, 3.866], [-1.455, 3.429, -2.306], [-1.279, 1.495, 2.245], [0.742, 0.803, -3.658], [3.226, -1.186, 4.846], [-2.401, 3.450, -0.105], [0.698, -1.682, 3.062], [3.404, -2.685, 3.288], [0.455, 3.408, -3.296], [4.867, 0.830, 2.548], [5.227, -0.805, 3.037], [2.085, -2.979, 4.394], [-0.509, 0.824, 2.621], [-1.362, 4.489, -2.051], [-3.331, 1.320, 1.542], [-3.266, 2.986, 0.367], [-4.136, -1.130, 1.240], [-2.019, 3.348, -3.237], [-1.861, -2.240, -4.434], [3.891, -1.632, 1.363], [4.094, -1.653, 5.318], [-2.672, 0.045, -3.727], [2.513, -0.966, 5.643], [0.471, 2.821, -1.574], [3.641, 0.001, 0.796], [-2.928, -2.117, 0.380], [2.757, 0.727, 3.958], [-3.829, -1.238, -3.336], [-1.468, 3.950, 1.756], [-4.257, 0.459, -0.631], [4.260, 0.697, 4.841], [-0.451, -0.445, -4.968], [1.608, 0.727, -2.982], [-1.915, -2.724, -2.726], [1.082, 1.316, -4.562], [-4.630, -1.174, -1.182], [-2.903, 0.282, 2.909], [-0.374, 3.982, 0.377], [1.119, -1.140, -4.477], [-1.506, 2.238, 3.015], [-2.670, 4.490, -0.322]],
  "nbo_charge": [1.829, 3.396, -0.619, -0.631, -0.710, -0.609, -0.582, -1.195, -0.586, -0.618, -0.548, -0.622, -0.783, -0.604, -0.561, -0.587, 0.741, -0.404, -0.095, -0.094, -0.094, -0.093, -0.400, -0.081, -0.091, -0.519, -0.097, -0.096, -0.227, -0.088, -0.093, -0.120, -0.409, -0.089, 0.407, 0.208, 0.205, 0.222, 0.212, 0.224, 0.221, 0.190, 0.172, 0.187, 0.196, 0.206, 0.207, 0.249, 0.217, 0.197, 0.210, 0.176, 0.241, 0.214, 0.195, 0.203, 0.191, 0.188, 0.227, 0.194, 0.192, 0.221, 0.215, 0.199, 0.192, 0.189, 0.238, 0.188, 0.188],
  "relative_energy_ev": 2.078,
  "total_charge": 1
}



Record 2
{
  "formula": "C18H35BaF5NO8Te",
  "method": "wB97M-V/def2-TZVPD",
  "species": ["Ba", "Te", "F", "F", "F", "F", "F", "O", "O", "O", "O", "O", "O", "O", "O", "N", "C", "C", "C", "C", "C", "C", "C", "C", "C", "C", "C", "C", "C", "C", "C", "C", "C", "C", "H", "H", "H", "H", "H", "H", "H", "H", "H", "H", "H", "H", "H", "H", "H", "H", "H", "H", "H", "H", "H", "H", "H", "H", "H", "H", "H", "H", "H", "H", "H", "H", "H", "H", "H"],
  "positions_angstrom": [[-0.042, -0.065, 0.674], [-3.290, 1.511, -0.327], [-4.107, 1.764, -1.972], [-2.928, -0.209, -1.020], [-4.919, 0.898, 0.304], [-3.791, 3.245, 0.102], [-1.788, 2.232, -1.248], [2.587, 0.609, -0.351], [-2.289, 1.175, 1.121], [2.547, -0.692, 2.157], [-1.063, -1.521, 2.739], [0.103, 1.012, 3.309], [0.902, -2.696, 1.159], [-0.229, -0.197, -1.944], [1.096, 2.358, 1.165], [-1.124, 0.902, -3.673], [2.985, -2.044, 2.230], [3.548, 0.272, 1.859], [-1.523, -1.994, -4.668], [-2.993, 0.066, -5.058], [2.313, -2.869, 1.151], [-0.295, -2.585, 3.284], [3.796, 0.374, 0.362], [-0.630, 0.304, 4.309], [0.163, -3.442, 2.126], [-1.656, -0.634, 3.692], [2.123, 2.904, 0.356], [-1.717, 0.903, -5.004], [-0.253, -1.342, -4.061], [0.896, 3.051, 2.393], [-2.834, -1.276, -4.342], [-0.231, 2.392, 3.145], [2.368, 1.947, -0.790], [-0.524, -0.170, -3.149], [3.218, 2.302, -1.381], [-1.170, 2.489, 2.595], [-3.819, 0.621, -4.608], [-3.671, -1.922, -4.613], [2.733, -2.426, 3.223], [0.419, -0.995, -4.851], [0.102, -0.244, 4.905], [-2.154, -1.210, 4.478], [1.824, 3.879, -0.043], [0.753, -4.285, 2.495], [3.175, 1.214, 2.259], [-1.913, 1.937, -5.281], [-2.909, -1.128, -3.260], [-0.978, 0.523, -5.710], [2.642, -2.542, 0.164], [0.303, -2.062, -3.465], [-0.913, -3.191, 3.955], [1.492, 1.900, -1.441], [-1.403, 1.612, -3.007], [-2.402, -0.069, 3.134], [4.071, -2.117, 2.116], [-3.248, -0.093, -6.109], [-1.409, -2.071, -5.751], [3.029, 3.050, 0.957], [-0.333, 2.880, 4.118], [2.573, -3.926, 1.267], [-1.587, -3.017, -4.296], [0.640, 4.097, 2.198], [0.556, -2.195, 3.851], [1.822, 3.017, 2.979], [-1.147, 1.000, 4.974], [4.483, 0.031, 2.374], [4.204, -0.566, -0.015], [4.530, 1.159, 0.154], [-0.713, -3.836, 1.608]],
  "nbo_charge": [1.852, 3.453, -0.603, -0.646, -0.605, -0.608, -0.660, -0.576, -1.275, -0.575, -0.596, -0.596, -0.586, -0.795, -0.605, -0.595, -0.100, -0.088, -0.398, -0.413, -0.087, -0.095, -0.102, -0.094, -0.091, -0.108, -0.097, -0.225, -0.514, -0.078, -0.414, -0.104, -0.095, 0.734, 0.198, 0.226, 0.223, 0.227, 0.189, 0.233, 0.192, 0.194, 0.205, 0.195, 0.196, 0.224, 0.215, 0.198, 0.200, 0.234, 0.198, 0.217, 0.432, 0.238, 0.195, 0.213, 0.210, 0.176, 0.196, 0.194, 0.221, 0.201, 0.178, 0.180, 0.201, 0.192, 0.195, 0.194, 0.210],
  "relative_energy_ev": 0.331,
  "total_charge": 1
}



Record 3
{
  "formula": "C18H35Br2ClCsF8LiMg2N2O7P2Si2",
  "method": "wB97M-V/def2-TZVPD",
  "species": ["Cs", "Br", "Br", "Cl", "P", "P", "Si", "Si", "Mg", "Mg", "F", "F", "F", "F", "F", "F", "F", "F", "O", "O", "O", "O", "O", "O", "O", "N", "N", "C", "C", "C", "C", "C", "C", "C", "C", "C", "C", "C", "C", "C", "C", "C", "C", "C", "C", "Li", "H", "H", "H", "H", "H", "H", "H", "H", "H", "H", "H", "H", "H", "H", "H", "H", "H", "H", "H", "H", "H", "H", "H", "H", "H", "H", "H", "H", "H", "H", "H", "H", "H", "H", "H"],
  "positions_angstrom": [[1.949, -3.877, 7.186], [-3.520, 1.751, -0.406], [3.436, -2.306, 5.647], [4.014, -0.082, -2.184], [-3.149, -6.525, 9.774], [-1.268, 2.585, -4.105], [2.742, -1.782, 2.239], [1.857, 0.678, 1.083], [6.896, -1.379, 5.216], [3.022, 4.790, -3.732], [-2.583, -8.078, 9.689], [3.262, -3.150, 1.584], [-1.836, -6.179, 8.788], [0.431, -3.431, 1.388], [-2.947, -6.859, 11.376], [-3.903, -6.879, 8.341], [-4.704, -6.176, 10.177], [-2.820, -4.952, 10.207], [-2.331, 1.302, -4.011], [-6.033, 0.931, -6.319], [2.293, -0.900, 0.928], [-0.051, 1.882, -4.945], [-7.289, 1.181, -4.584], [-1.886, 3.305, -5.348], [-0.676, 2.655, -2.756], [4.364, 3.930, -1.231], [-6.699, 0.504, -5.395], [4.255, -1.149, 3.167], [4.289, 2.154, 0.317], [2.297, 2.759, -0.743], [4.078, -0.750, 4.610], [1.282, 1.912, -4.456], [-2.340, 1.538, -7.061], [0.383, -1.385, 3.853], [1.263, -2.314, 3.199], [-4.523, 2.281, -3.756], [4.986, 3.126, -0.378], [1.658, 0.628, -3.767], [-1.751, 2.889, -6.745], [-6.789, -0.977, -5.255], [2.929, 1.929, 0.174], [0.073, -1.385, 5.214], [3.357, 0.537, 4.926], [-3.448, 1.366, -3.231], [3.088, 3.680, -1.359], [2.536, -5.596, 3.323], [6.040, 3.257, -0.196], [2.276, 0.488, 4.827], [-1.763, 0.728, -6.615], [-2.339, 1.391, -8.140], [4.670, -0.299, 2.621], [-3.366, 1.460, -6.700], [1.671, 1.019, 2.513], [-7.409, -1.203, -4.396], [-7.232, -1.365, -6.167], [1.536, -3.081, 3.929], [3.747, 1.313, 4.272], [-4.775, 2.016, -4.784], [-0.828, -1.788, 5.656], [1.430, 2.758, -3.754], [-3.113, 1.736, -2.109], [4.853, 1.550, 1.013], [0.613, -2.895, 2.301], [-2.289, 3.650, -7.309], [-3.814, 0.345, -3.136], [0.921, 0.324, -3.025], [3.575, 0.849, 5.945], [-0.713, 2.959, -7.056], [1.239, 2.702, -0.951], [5.051, -1.902, 3.141], [2.666, 0.768, -3.257], [-5.418, 2.215, -3.141], [2.541, 4.356, -2.053], [1.944, 2.060, -5.315], [-0.128, -0.662, 3.213], [0.813, -0.960, 5.899], [-5.780, -1.355, -5.120], [-4.192, 3.323, -3.764], [5.116, -0.583, 5.025], [1.738, -0.187, -4.485], [0.521, 0.823, 0.476]],
  "mulliken_charge": [1.110, -0.070, -0.122, -0.450, 0.980, 0.834, -0.072, 0.546, 0.069, 0.837, -0.323, -0.277, -0.362, -0.610, -0.317, -0.330, -0.317, -0.337, -0.209, -0.534, 0.066, -0.385, -0.502, -0.322, -0.539, -0.604, 0.878, -0.313, 0.176, -0.614, 0.831, 0.416, -0.794, -0.371, 0.441, -0.830, -0.770, -0.605, -0.214, -0.751, 0.228, -1.011, -1.536, -0.143, -0.052, 0.992, 0.411, 0.242, 0.269, 0.446, 0.402, 0.082, -0.149, 0.321, 0.302, -0.162, 0.394, 0.134, 0.311, -0.686, 0.014, 0.300, 0.294, 0.377, 0.561, 0.280, 0.386, 0.268, 0.392, 0.366, -0.302, 0.481, 0.689, 0.710, 0.433, 0.442, 0.282, 0.325, -0.535, 0.479, -0.279],
  "total_charge": 2
}



Values of LUMO, in order: -2.821, -2.261, -9.790, all in eV.
Values of HOMO level, in order: -12.30, -12.14, -11.32, all in eV.
Values of orbital gap, in order: 9.5, 9.9, 1.5, all in eV.